Record 1
A molecular structure, C47H68As3NO4PdSi. Source: the OMol25 dataset; level of theory: ωB97M-V/def2-TZVPD.

Results
E_HOMO: -12.9 eV
Energy relative to the best compared isomer or geometry (same formula, charge and spin): 31.1 kJ/mol
Kohn-Sham gap: 0.226 Ha
F_max: 0.0252 hartree/bohr
Net charge: +2
E_LUMO: -6.76 eV

Last column: Löwdin charge in e.
Element x y z (Å)
H: -0.10220 -1.01452 -2.35817  0.093
C: 2.21267 -5.49294 1.29064  -0.009
H: 2.90711 3.14763 -1.52111  0.056
C: 0.98823 -0.30342 1.78435  -0.218
C: 2.28171 -4.94422 -0.00043  -0.090
H: -6.66009 6.77053 -0.21192  0.081
H: -0.74011 -4.36695 6.62216  0.113
C: -4.34089 2.59707 -0.84325  -0.110
H: -0.13139 -3.68820 2.44796  0.078
H: -0.75729 2.09612 0.35801  0.009
C: -6.29744 0.92599 -0.90518  -0.039
H: 4.43995 -3.21985 0.44220  0.042
H: -3.72045 -0.31303 2.01853  0.105
C: -5.72661 2.32418 -0.78844  -0.197
H: -0.31281 -3.97078 -0.03373  0.113
C: 4.71937 -2.20722 0.70995  -0.184
H: 1.46450 1.24315 -3.27239  0.035
H: -4.18293 3.62042 3.60546  0.114
O: 2.60057 -5.27500 -2.33739  0.084
H: 2.76079 -5.98846 -2.96543  0.123
C: -6.16792 4.69063 -0.49268  -0.231
C: -2.93449 -2.83761 -1.96587  -0.178
H: -5.16376 1.55460 2.67530  0.113
H: 2.02265 -4.82397 2.12010  0.112
O: 1.74134 -2.81278 0.88655  -0.139
H: -2.29174 5.35552 -0.77852  0.088
H: -2.54469 -1.18080 -3.32061  0.120
C: -4.80118 4.93935 -0.55103  0.006
H: 2.34131 -7.24896 2.50612  0.113
C: 2.53616 -5.79140 -1.08709  -0.244
H: 2.90184 -7.80937 -1.70636  0.126
C: 4.52874 0.72449 0.29920  -0.317
H: 6.28311 2.82965 0.30313  0.104
H: -2.46201 -1.13938 0.30387  0.069
H: 0.19999 3.47193 -0.23392  0.056
H: 5.35415 -0.92635 -2.30189  0.056
H: -3.51396 -2.25332 -1.24607  0.099
H: 4.19942 -2.30976 -2.36140  0.044
H: -3.65942 -3.30112 -2.63387  0.119
H: -0.27881 1.92225 3.29874  0.096
C: -3.54025 2.79895 3.31552  -0.060
H: 3.92141 4.97810 -1.88233  0.013
As: 1.38830 1.38842 -0.76235  1.181
C: -0.69696 -3.41490 -0.88831  -0.176
H: -0.22187 1.21650 -2.66971  0.014
H: 2.99747 3.30078 -3.82907  0.000
C: -1.12756 -2.37259 5.94171  -0.063
C: 0.76055 1.66618 -2.55764  -0.240
C: 5.07276 1.84279 -1.89912  -0.382
C: -0.75146 -3.69638 5.77262  -0.064
C: -0.79461 -1.96921 3.57554  -0.249
C: -1.02717 -1.20050 -1.79998  -0.203
H: 3.92530 2.06645 -4.72278  0.018
H: 6.02813 1.32622 -1.77974  0.063
C: 0.24290 2.51478 0.28781  -0.260
C: 2.63759 -7.67191 0.41491  -0.040
C: -3.43058 1.46648 -0.99014  -0.167
H: -1.44023 -0.24652 -1.46864  0.068
C: 2.99104 2.51383 -0.63810  -0.274
H: -7.83563 5.85831 -1.16409  0.094
H: 5.57781 0.50154 0.51197  0.101
C: -4.08988 1.63866 2.78850  -0.064
H: 4.02582 0.85206 1.26418  0.092
H: -1.43395 -2.52828 -3.45678  0.121
C: -0.39749 -4.16629 4.51388  -0.071
Si: -0.83588 -0.82102 2.11751  0.679
As: 5.50205 3.33793 -3.17799  1.163
C: -2.41315 4.27418 -0.73462  -0.032
H: -1.94144 -2.63810 1.01078  0.094
H: 2.75264 3.14165 0.22205  0.086
H: -6.04859 0.45920 -1.85914  0.088
H: 4.02683 3.76086 -5.19137  0.027
H: -0.11469 -5.20373 4.38403  0.107
N: -0.66761 -1.96660 -0.56587  -0.206
H: -5.94174 0.26827 -0.10847  0.078
C: 2.07258 -3.49422 -0.14512  -0.632
C: -3.26348 0.58985 2.41090  -0.093
H: 1.18021 0.74674 1.97232  -0.015
H: 4.80095 5.70948 -3.22732  0.029
H: 5.63758 5.42739 -1.70774  0.019
H: -7.67302 3.16955 -0.57179  0.127
C: 5.21481 3.05476 0.31948  -0.043
C: 2.38999 -6.84090 1.50629  -0.057
H: -0.02274 -3.57939 -1.72478  0.120
C: -3.87736 3.92015 -0.72209  -0.176
C: -7.15667 5.80735 -0.31152  -0.029
H: -1.89257 3.81959 -1.57442  0.077
H: 2.77759 -8.73473 0.56394  0.121
H: -7.38233 0.96375 -0.83404  0.083
H: 5.78088 -2.05185 0.51660  0.063
H: -1.73806 3.78320 3.93514  0.112
H: -1.41073 -2.00964 6.92096  0.112
H: -2.63351 -4.26478 -0.35650  0.111
H: -3.92642 0.48315 -1.04016  0.111
C: -0.41567 -3.30923 3.42565  -0.099
H: 0.68348 2.74134 -2.71358  0.051
H: 1.68917 -0.91603 2.35032  0.032
Pd: 1.41832 -0.96086 -0.10121  0.736
H: -1.98267 -4.78113 -1.89160  0.123
H: -4.44629 5.96003 -0.46130  0.122
O: -2.21202 1.49382 -1.06307  -0.046
C: 4.43563 2.01831 -0.51141  -0.652
C: -1.15249 -1.51282 4.84915  -0.074
C: -1.87109 0.67456 2.54451  -0.271
C: -6.60853 3.37433 -0.61265  0.003
C: 4.31935 -1.24502 -2.18934  -0.211
C: -2.16741 2.89298 3.49242  -0.065
C: -1.34652 1.83536 3.12035  -0.120
C: 2.70887 -7.15470 -0.86324  0.000
H: 4.50468 -2.01806 1.75901  0.062
H: -1.93625 3.91139 0.18021  0.065
H: 4.43869 1.19774 -2.51431  0.022
C: 3.93800 3.08747 -4.34027  -0.346
C: -2.10990 -3.91082 -1.24448  -0.145
H: 3.67771 -0.69250 -2.87010  0.039
C: -1.57131 -1.68862 0.61450  -0.179
O: 2.23674 -2.87085 -1.24285  -0.112
As: 3.79950 -0.92461 -0.37573  1.196
C: -1.99758 -1.92457 -2.74020  -0.155
H: -7.76770 5.64033 0.57690  0.092
H: -1.46565 -0.48430 4.98916  0.101
H: 5.07560 4.05851 -0.07234  0.062
H: 0.68403 2.66305 1.26849  0.035
H: 4.88315 3.05129 1.36028  0.097
C: 4.88714 5.02397 -2.38369  -0.349



Record 2
A molecular structure, C40H31N4O5PPbS. Source: the OMol25 dataset; level of theory: ωB97M-V/def2-TZVPD.

Results
E_HOMO: -7.8 eV
Energy relative to the best compared isomer or geometry (same formula, charge and spin): 83.8 kJ/mol
Kohn-Sham gap: 0.259 Ha
F_max: 0.0307 hartree/bohr
E_LUMO: -0.72 eV

Last column: Löwdin charge in e.
Element x y z (Å)
H: -2.11522 4.60740 2.75885  0.082
H: 1.15390 -2.35854 2.38170  0.104
C: -4.38604 -1.40105 1.31026  0.063
O: 2.05662 -2.54443 -1.25972  -0.488
C: 5.91512 -0.04318 -2.77819  -0.061
P: 2.09089 0.36014 -0.22036  1.047
N: -2.60069 -1.89613 -0.17503  0.030
C: -0.64326 1.08973 1.47645  -0.175
C: 3.60985 0.20340 -1.24249  -0.336
C: -3.04041 -1.66223 1.06875  -0.212
H: -4.72419 -2.81500 -3.49045  0.113
C: 3.70986 -0.76631 -2.22293  -0.261
H: -3.31749 3.02504 -0.36299  0.122
H: -3.16338 4.82127 1.34406  0.085
H: -1.65114 -1.47721 5.49576  0.113
C: -1.94043 1.39236 -0.37199  -0.104
C: 2.97482 0.13914 1.38222  -0.348
H: 0.13626 -2.58748 -3.74456  0.074
C: 3.43634 -1.17500 1.51356  -0.118
C: -1.64218 -3.20640 -4.78531  -0.029
O: 1.18067 -0.73289 -2.61771  -0.498
C: -6.82838 -1.16926 0.50355  -0.710
S: 2.24634 -1.75604 -2.49545  0.413
H: -4.78445 -1.15520 2.28203  0.112
C: 1.73409 2.11245 -0.60786  -0.339
O: 2.42485 -2.55337 -3.67790  -0.293
C: 4.07725 -1.58597 2.66525  -0.076
C: -2.87079 -2.32161 -2.50204  -0.205
O: -7.56140 -1.59234 -0.38232  -0.011
C: 4.68695 1.06155 -1.02732  -0.061
C: -2.81692 4.11376 2.09239  -0.031
N: -1.00349 0.69571 0.25897  -0.062
C: 3.15674 1.02211 2.43652  -0.085
H: 4.45508 -2.59410 2.74247  0.108
C: -2.18451 2.92437 1.45657  -0.248
C: 0.87488 4.58933 -1.56064  -0.085
C: 4.84506 -0.89601 -2.99435  -0.042
N: -1.53793 -2.26511 -2.60766  -0.001
C: -2.37476 -1.53390 3.48327  0.013
C: -1.40165 -1.63668 4.45806  -0.038
H: -0.86701 2.45063 3.10086  0.122
H: 4.61953 1.82580 -0.26123  0.116
H: 3.90592 1.29195 4.41980  0.103
C: 4.23549 -0.70116 3.72199  -0.087
C: 1.00905 4.37203 -0.20129  -0.082
C: -4.82110 -1.74987 -1.01790  0.065
C: -5.28632 -1.46484 0.25785  -0.058
C: 1.58691 2.34057 -1.97909  -0.088
H: -5.54787 -1.80129 -1.81436  0.117
H: 4.70662 -1.02486 4.63720  0.102
H: 6.80921 -0.13475 -3.37571  0.107
H: -3.68197 3.79831 2.67547  0.097
C: -2.55225 2.49865 0.18412  0.011
H: -2.20680 1.04227 -1.35646  0.121
H: 1.01697 3.71275 -3.51059  0.108
H: 1.77639 1.52766 -2.66606  0.093
C: 0.15576 -2.12785 2.73264  -0.135
H: 6.67407 1.58925 -1.61889  0.106
H: 1.48161 2.99432 1.34305  0.076
H: 2.82587 2.04548 2.36334  0.082
C: 5.83323 0.93201 -1.79336  -0.062
C: -0.93883 -2.67711 -3.71438  -0.105
N: -0.77138 -2.00912 1.79443  -0.025
H: 0.54085 5.54765 -1.92719  0.102
H: -3.60376 -3.66564 -5.51897  0.113
H: 4.86507 -1.66016 -3.75397  0.114
C: 1.42065 3.13789 0.27630  -0.102
C: -3.45537 -1.94942 -1.19919  -0.206
C: -0.10325 -1.95517 4.08107  -0.038
O: -7.02950 -0.54244 1.54273  -0.022
H: -1.10913 -3.56499 -5.65087  0.111
H: 0.68778 -2.05757 4.80593  0.107
C: 3.77559 0.59698 3.60317  -0.082
H: 0.12784 0.50611 1.96084  0.095
C: -3.02366 -3.25524 -4.70555  -0.040
C: -2.03821 -1.73477 2.14080  -0.217
H: -3.38744 -1.29705 3.76103  0.112
C: 1.15458 3.56394 -2.44913  -0.068
H: 3.28541 -1.86617 0.69173  0.093
C: -3.64989 -2.79203 -3.55954  0.010
C: -1.20063 2.18302 2.10911  -0.007
Pb: -0.17147 -1.52497 -0.60487  1.473
H: 0.77455 5.16686 0.49166  0.104



Record 3
11 unconnected molecules or ions with the total composition C17H27Cl20FO5S. Source: the OMol25 dataset; level of theory: ωB97M-V/def2-TZVPD.

Results
E_HOMO: -10.6 eV
Kohn-Sham gap: 0.320 Ha
F_max: 0.0541 hartree/bohr
E_LUMO: -1.93 eV
SMILES string: C[C@H](F)C1=C(S(C)(=O)=O)C(=O)OC1=O.ClCCl.ClCCl.ClCCl.ClCCl.ClCCl.ClCCl.ClCCl.ClCCl.ClCCl.ClCCl

Last column: Löwdin charge in e.
Element x y z (Å)
Cl: 1.32274 13.15232 1.44959  0.504
H: -2.33058 -3.35492 -5.63204  0.029
C: 0.76929 -5.00607 3.34076  -0.989
C: 4.10902 -5.38175 -3.18941  -0.990
H: -2.09712 -3.83396 0.08579  0.039
H: 0.71452 -4.38445 4.22667  -0.008
Cl: 1.42877 9.20595 -1.50601  0.536
H: -3.53468 1.79962 1.86781  -0.009
Cl: -4.05844 1.32770 4.11383  0.496
Cl: 2.92908 10.74931 1.90504  0.506
H: 0.76452 2.65216 0.88503  -0.001
Cl: 3.28342 7.16461 -0.52917  0.497
Cl: 2.42691 3.46063 -0.56788  0.533
H: 0.99708 -3.49898 0.03141  -0.036
H: 2.26790 3.03990 1.74272  0.035
C: 1.32722 -3.69944 -0.99571  -0.061
C: 6.14153 4.51449 -1.15256  -1.047
C: 2.41467 11.96540 0.72623  -1.030
O: 0.40200 0.29169 0.44715  0.146
H: 3.29227 12.48033 0.35419  0.027
C: 0.61029 -2.67878 -1.90468  -0.369
Cl: -0.18135 -4.06640 -5.00027  0.540
C: 0.20655 -1.53052 -1.03618  -0.040
H: -3.38620 3.23374 2.90767  0.026
Cl: 2.49465 -4.97702 -3.78044  0.538
C: -6.92994 0.20476 -1.11849  -1.025
Cl: -0.67883 -7.68198 7.20959  0.500
H: -6.94231 0.82860 -0.23187  0.010
H: -1.50779 -5.97032 8.58933  0.024
O: 2.32683 -0.54078 -0.43919  0.209
C: -2.74555 -3.57875 -0.74541  -0.096
O: -3.64836 -1.07671 -1.02213  -0.285
Cl: -0.44392 -4.78336 6.86277  0.508
H: 1.90007 11.46585 -0.08578  -0.036
H: 0.93531 7.12503 -0.52329  -0.002
Cl: 0.11772 -4.09250 1.96442  0.593
Cl: -7.86824 -1.26079 -0.80024  0.492
Cl: -2.77027 -5.24163 -4.29324  0.529
Cl: -5.59737 2.87704 2.17750  0.504
C: -0.91652 0.00797 0.21918  -0.387
Cl: -0.14088 -6.48446 3.62937  0.517
H: 6.03344 5.47391 -0.66045  0.009
F: 1.38735 -2.28124 -2.93935  -0.001
H: -2.59814 -4.24338 -1.58739  0.030
Cl: 6.64247 4.78454 -2.82588  0.502
H: -0.29688 -3.15694 -2.25284  0.094
H: 1.08187 -4.72488 -1.23379  0.067
Cl: 4.04031 -6.42300 -1.75967  0.506
Cl: 7.33131 3.55131 -0.26753  0.501
C: -3.98416 2.35971 2.67871  -1.025
O: -2.34532 -2.01141 -2.76427  -0.309
H: 4.62354 -4.46457 -2.92660  0.030
C: -1.41691 -6.10783 7.51876  -1.015
H: 5.19490 3.98753 -1.15200  -0.026
C: -1.02741 -1.15685 -0.72664  -0.077
S: -2.52753 -1.90940 -1.34122  0.666
C: 1.13748 -0.58657 -0.34867  -0.339
C: 1.68382 7.88895 -0.35138  -1.043
H: -3.79279 -3.65284 -0.47369  0.078
O: -1.84585 0.56596 0.72475  0.173
H: 1.59111 8.28483 0.65339  0.002
H: 2.39362 -3.50298 -1.01481  0.087
C: -1.85747 -4.32054 -5.49794  -0.982
H: -1.86235 -4.87691 -6.42748  0.026
Cl: -7.60715 1.12286 -2.47046  0.496
H: -5.90911 -0.07330 -1.36143  -0.003
H: 4.64712 -5.90159 -3.97277  0.025
H: -2.39436 -6.08270 7.05224  0.027
H: 1.79936 -5.26400 3.12547  0.034
C: 1.57296 3.36433 0.97736  -0.996
Cl: 0.90074 4.93349 1.44354  0.533